Entry from OMol25: a structure of composition C38H35F5N3O4PRhS3Te (wB97M-V/def2-TZVPD).

The geometry in ORCA input format:
```
! wB97M-V def2-TZVPD RIJCOSX def2/J DEFGRID3
* xyz 1 5
Rh 2.03 -0.03 -0.29
S 0.50 1.97 -0.32
C -1.42 1.72 -0.23
N -2.37 2.61 0.04
C -3.59 2.11 0.67
C -4.02 0.82 -0.02
N -2.93 -0.13 -0.07
C -3.31 -1.53 -0.22
C -3.80 -2.12 1.08
C -2.96 -2.14 2.19
C -3.41 -2.70 3.38
C -4.68 -3.24 3.47
C -5.52 -3.21 2.36
C -5.08 -2.65 1.17
C -1.68 0.34 -0.24
S -0.41 -0.76 -0.61
C -2.39 4.00 -0.42
C -3.34 4.17 -1.58
C -4.54 4.86 -1.43
C -5.38 5.04 -2.52
C -5.03 4.54 -3.76
C -3.83 3.85 -3.92
C -2.99 3.67 -2.83
H -4.37 2.86 0.56
H -3.40 1.93 1.73
H -4.37 1.05 -1.03
H -4.85 0.38 0.53
H -2.43 -2.08 -0.57
H -4.09 -1.60 -0.98
H -1.96 -1.73 2.13
H -2.75 -2.72 4.24
H -5.02 -3.68 4.39
H -6.52 -3.63 2.42
H -5.73 -2.63 0.31
H -1.39 4.30 -0.72
H -2.70 4.64 0.42
H -4.82 5.27 -0.47
H -6.31 5.59 -2.40
H -5.68 4.69 -4.62
H -3.54 3.47 -4.89
H -2.05 3.14 -2.95
O 3.71 1.95 1.98
C 4.43 1.34 1.10
N 4.08 0.18 0.57
S 4.91 -0.05 -0.87
O 5.58 -1.30 -0.95
O 3.88 0.20 -1.87
C 6.07 1.26 -0.61
C 7.23 1.60 -1.28
C 8.03 2.58 -0.72
C 7.68 3.20 0.48
C 6.50 2.86 1.14
C 5.70 1.88 0.58
H 7.50 1.11 -2.21
H 8.95 2.86 -1.21
H 8.32 3.96 0.90
H 6.22 3.35 2.06
F 1.95 5.11 0.26
Te 2.40 3.49 1.26
F 0.76 1.54 1.49
F 4.09 4.16 0.69
F 0.14 3.48 0.46
F 0.30 2.64 -1.79
O 2.17 2.51 -0.32
C 3.67 -3.45 0.21
P 2.14 -2.48 -0.01
C 1.30 -3.30 -1.40
C 1.46 -2.65 -2.63
C 0.87 -3.16 -3.77
C 0.10 -4.31 -3.70
C -0.05 -4.97 -2.49
C 0.56 -4.48 -1.34
C 1.30 -2.72 1.60
C 0.57 -3.84 2.01
C 0.00 -3.88 3.27
C 0.15 -2.82 4.15
C 0.90 -1.71 3.77
C 1.46 -1.67 2.51
H 3.42 -4.50 0.32
H 4.19 -3.10 1.11
H 4.33 -3.31 -0.65
H 2.04 -1.74 -2.67
H 1.00 -2.65 -4.72
H -0.38 -4.70 -4.59
H -0.63 -5.88 -2.44
H 0.45 -5.02 -0.42
H 0.44 -4.68 1.35
H -0.57 -4.75 3.57
H -0.30 -2.86 5.14
H 1.04 -0.88 4.45
H 2.06 -0.81 2.22
*
```

Properties
* frontier orbital gap (spin up / spin down): 6.841 / 6.759 eV

---

Entry from OMol25: a cluster of 2 separate species, C38H35N2O3 in total (wB97M-V/def2-TZVPD).

The geometry in ORCA input format:
```
! wB97M-V def2-TZVPD RIJCOSX def2/J DEFGRID3
* xyz 1 1
O 5.55 1.43 2.83
N 4.80 0.70 3.53
O 5.21 -0.35 4.08
C 3.44 1.06 3.65
C 2.53 0.23 4.33
C 1.18 0.36 4.07
C 0.66 1.29 3.10
C -0.72 1.33 2.67
C -1.67 0.33 2.93
N -3.00 0.59 3.01
C -3.55 1.93 3.12
C -5.08 1.77 3.08
C -5.38 0.29 2.84
C -4.03 -0.45 2.89
C -1.23 -1.09 3.02
C -0.21 -1.51 2.16
C 0.23 -2.83 2.13
C -0.38 -3.76 2.98
C -1.32 -3.35 3.92
C -1.73 -2.02 3.97
C 1.62 2.18 2.52
C 2.97 2.11 2.82
H 2.92 -0.52 5.01
H 0.51 -0.34 4.57
H -1.06 2.26 2.20
H -3.24 2.42 4.06
H -3.21 2.57 2.28
H -5.51 2.08 4.04
H -5.53 2.41 2.31
H -6.04 -0.11 3.62
H -5.86 0.11 1.87
H -3.87 -1.05 1.97
H -4.02 -1.13 3.75
H 0.22 -0.78 1.47
H 1.02 -3.12 1.44
H -0.09 -4.81 2.90
H -1.77 -4.07 4.61
H -2.43 -1.69 4.74
H 1.28 2.87 1.74
H 3.69 2.80 2.40
C 3.89 2.94 -3.52
C 2.93 1.98 -2.90
C 3.28 0.63 -2.75
C 2.41 -0.26 -2.13
C 1.15 0.17 -1.63
C 0.30 -0.78 -0.97
C -1.12 -0.89 -1.03
C -2.01 0.13 -1.45
C -3.37 0.05 -1.17
C -3.88 -1.14 -0.65
O -5.25 -1.30 -0.40
C -6.14 -1.31 -1.48
C -6.71 -2.53 -1.83
C -7.41 -2.62 -3.03
C -7.55 -1.49 -3.85
C -7.08 -0.25 -3.41
C -6.39 -0.14 -2.19
C -3.06 -2.24 -0.38
C -1.71 -2.12 -0.59
C 0.84 1.55 -1.72
C 1.70 2.42 -2.38
H 3.41 3.90 -3.69
H 4.77 3.10 -2.89
H 4.27 2.56 -4.48
H 4.25 0.28 -3.12
H 2.68 -1.31 -2.03
H 0.81 -1.63 -0.53
H -1.63 1.00 -1.98
H -4.05 0.89 -1.37
H -6.58 -3.39 -1.18
H -7.85 -3.58 -3.33
H -8.04 -1.57 -4.82
H -7.24 0.65 -4.00
H -6.06 0.82 -1.80
H -3.50 -3.18 -0.02
H -1.05 -2.98 -0.42
H -0.05 1.93 -1.24
H 1.44 3.47 -2.50
*
```

Properties
* frontier orbital gap: 3.866 eV

---

Entry from OMol25: a structure of composition C38H35O2P2Tb (wB97M-V/def2-TZVPD).

The geometry in ORCA input format:
```
! wB97M-V def2-TZVPD RIJCOSX def2/J DEFGRID3
* xyz 2 7
C -3.76 0.46 1.63
C -3.18 1.58 1.02
C -3.98 2.44 0.25
C -5.36 2.21 0.16
C -5.95 1.11 0.80
C -5.14 0.23 1.52
P -1.36 1.76 1.11
C -1.10 3.44 0.44
C -0.56 3.56 -0.87
C -0.17 4.82 -1.32
C -0.40 5.96 -0.56
C -1.03 5.85 0.70
C -1.34 4.59 1.21
Tb 0.41 0.94 -0.90
P 1.19 -1.85 -1.19
C 0.38 -2.28 -2.78
C -0.30 -3.50 -3.00
C -0.94 -3.74 -4.22
C -0.99 -2.74 -5.21
C -0.41 -1.50 -4.95
C 0.26 -1.26 -3.75
C 2.97 -1.62 -1.62
C 3.84 -1.40 -0.54
C 5.13 -0.92 -0.78
C 5.57 -0.70 -2.09
C 4.72 -0.97 -3.16
C 3.43 -1.47 -2.94
C 1.24 -3.44 -0.28
C 0.76 -3.48 1.04
C 0.79 -4.68 1.77
C 1.32 -5.85 1.21
C 1.84 -5.80 -0.09
C 1.81 -4.61 -0.82
C -1.05 1.93 2.91
C -2.08 2.10 3.85
C -1.80 2.11 5.22
C -0.48 1.96 5.67
C 0.55 1.80 4.73
C 0.27 1.78 3.36
H 3.49 -1.58 0.47
H 5.80 -0.73 0.06
H 6.59 -0.33 -2.26
H 5.06 -0.82 -4.19
H 2.79 -1.72 -3.78
H -0.33 -4.26 -2.23
H -1.40 -4.71 -4.42
H -1.46 -2.94 -6.18
H -0.45 -0.70 -5.70
H 0.72 -0.27 -3.58
H 0.37 -2.57 1.49
H 0.42 -4.70 2.80
H 1.36 -6.78 1.79
H 2.27 -6.70 -0.53
H 2.24 -4.60 -1.82
H -3.11 2.19 3.52
H -2.61 2.25 5.93
H -0.26 2.00 6.74
H 1.58 1.70 5.08
H 1.07 1.64 2.62
H -0.53 2.75 -1.67
H 0.35 4.86 -2.28
H -0.09 6.94 -0.95
H -1.24 6.75 1.27
H -1.75 4.49 2.23
H -3.52 3.27 -0.28
H -5.98 2.92 -0.39
H -7.03 0.97 0.75
H -5.59 -0.62 2.03
H -3.12 -0.24 2.17
H -1.92 -1.13 -0.48
H -1.68 -1.36 0.22
C 3.86 1.47 1.91
O 3.59 1.75 0.52
C 2.47 1.45 -0.05
O 2.36 1.77 -1.32
H 4.94 1.48 1.99
H 3.45 0.49 2.21
H 3.42 2.26 2.53
*
```

Properties
* frontier orbital gap (spin up / spin down): 5.830 / 7.773 eV

---

Calculated energy, -4347.7544, -1803.8612, -3126.0275 hartree (same order as the records).